Formula: C17H24N2O2S
Source: OMol25
Level of theory: the ωB97M-V functional and the def2-TZVPD basis

Each line ends with the natural charge from an NBO analysis.
Element x y z (Å)
C: -7.018 -0.219 -0.555  -0.634
C: -6.112 0.207 0.590  -0.076
H: -5.879 -0.652 1.227  0.197
H: -6.573 0.998 1.185  0.191
O: -4.890 0.771 0.108  -0.511
C: -3.915 -0.076 -0.227  0.810
O: -4.004 -1.274 -0.141  -0.618
C: -2.697 0.688 -0.722  -0.326
C: -1.632 -0.257 -1.283  -0.405
H: -0.875 0.333 -1.803  0.213
C: -0.958 -1.065 -0.167  -0.222
N: -0.409 -0.177 0.839  -0.438
C: 0.880 0.263 0.833  0.308
N: 1.797 -0.604 0.320  -0.616
C: 3.166 -0.379 0.113  0.160
C: 3.620 0.828 -0.398  -0.234
C: 4.971 1.044 -0.632  0.076
C: 5.864 0.017 -0.367  -0.254
C: 5.411 -1.196 0.120  -0.187
C: 4.068 -1.419 0.372  -0.053
C: 3.597 -2.737 0.918  -0.639
H: 4.449 -3.365 1.166  0.226
H: 2.989 -3.273 0.186  0.206
H: 3.004 -2.595 1.822  0.220
H: 6.120 -1.987 0.320  0.205
H: 6.920 0.162 -0.542  0.206
C: 5.430 2.366 -1.167  -0.644
H: 6.513 2.398 -1.250  0.211
H: 4.999 2.547 -2.151  0.216
H: 5.104 3.170 -0.509  0.222
H: 2.913 1.614 -0.608  0.228
H: 1.531 -1.579 0.306  0.399
S: 1.310 1.713 1.508  -0.255
C: -1.441 0.633 1.451  -0.231
C: -2.107 1.536 0.414  -0.405
H: -2.888 2.133 0.883  0.227
H: -1.351 2.210 0.007  0.228
H: -0.987 1.235 2.239  0.256
H: -2.177 -0.047 1.893  0.194
H: -0.185 -1.695 -0.607  0.202
H: -1.700 -1.709 0.312  0.227
H: -2.086 -0.948 -1.993  0.226
H: -3.053 1.358 -1.512  0.239
H: -6.547 -1.015 -1.126  0.222
H: -7.961 -0.582 -0.157  0.218
H: -7.211 0.624 -1.215  0.211

Output
Structure (SMILES): CCOC(=O)C1CCN(C(=S)Nc2cc(C)ccc2C)CC1
2S+1: 1

***

Formula: C24H37N10O3SW
Source: OMol25
Level of theory: the ωB97M-V functional and the def2-TZVPD basis

Each line ends with the Mulliken spin population.
Element x y z (Å)
W: 0.787 0.097 -1.484  1.563
C: 4.091 2.895 -2.705  -0.005
C: 3.062 1.833 -2.685  0.027
N: 2.089 1.794 -1.783  -0.028
N: 1.885 2.881 -1.003  -0.004
C: 0.726 2.804 -0.401  -0.008
O: 0.065 1.656 -0.638  0.061
C: 0.185 3.860 0.409  -0.013
C: 0.821 5.115 0.434  -0.002
C: 0.292 6.141 1.187  0.001
C: -0.871 5.941 1.925  -0.004
C: -1.508 4.701 1.910  0.002
C: -0.986 3.667 1.160  0.003
C: 2.914 0.817 -3.697  0.061
C: 3.758 0.705 -4.811  0.005
C: 3.493 -0.244 -5.778  0.013
C: 2.366 -1.049 -5.617  -0.006
C: 1.557 -0.878 -4.510  0.026
N: 1.807 0.022 -3.540  -0.029
H: 3.984 3.530 -1.830  0.000
H: 3.975 3.506 -3.601  0.003
H: 5.098 2.481 -2.732  0.002
H: 1.720 5.255 -0.141  0.000
H: 0.781 7.103 1.204  0.000
H: -1.278 6.747 2.519  0.000
H: -2.409 4.549 2.488  0.000
H: -1.446 2.689 1.169  -0.002
H: 4.593 1.380 -4.919  0.001
H: 4.125 -0.348 -6.647  0.000
H: 2.114 -1.795 -6.352  0.001
H: 0.652 -1.474 -4.410  -0.003
N: 3.376 -0.238 -0.075  0.065
N: 3.524 -1.643 -0.033  -0.007
C: 2.593 -2.413 -0.632  0.020
N: 2.503 -3.705 -0.365  0.013
N: 1.826 -1.773 -1.550  0.003
N: 0.519 -2.060 -1.588  0.032
O: -0.163 -1.352 -2.420  -0.014
O: -0.004 -2.948 -0.921  0.195
H: 4.203 0.188 -0.503  -0.001
H: 3.300 0.132 0.880  -0.002
H: 4.217 -2.061 0.585  0.001
H: 3.130 -4.152 0.290  0.000
H: 1.767 -4.268 -0.773  -0.002
C: -3.590 0.388 2.162  -0.001
C: -3.967 1.176 0.913  0.001
C: -3.883 0.388 -0.396  0.005
C: -2.498 -0.224 -0.667  0.034
N: -2.278 -1.427 0.120  -0.004
C: -1.215 -1.758 0.831  0.042
S: 0.230 -0.755 0.890  -0.039
N: -1.160 -2.823 1.610  0.010
C: -2.189 -3.793 1.927  0.000
C: -2.864 -3.508 3.279  0.001
C: -1.977 -3.783 4.491  0.000
C: -0.949 -2.704 4.807  0.000
H: -3.802 0.977 3.050  0.000
H: -2.532 0.133 2.182  0.001
H: -4.180 -0.522 2.228  0.000
H: -3.341 2.066 0.839  0.000
H: -4.993 1.520 1.026  0.000
H: -4.113 1.069 -1.218  -0.001
H: -4.636 -0.400 -0.407  0.001
H: -1.745 0.531 -0.397  -0.015
H: -2.417 -0.470 -1.742  -0.002
H: -3.060 -2.072 0.122  0.001
H: -0.303 -2.935 2.136  0.000
H: -1.709 -4.772 1.973  0.000
H: -2.937 -3.828 1.135  0.000
H: -3.735 -4.162 3.329  0.000
H: -3.218 -2.475 3.308  0.000
H: -1.489 -4.755 4.383  0.000
H: -2.644 -3.870 5.356  0.000
H: -0.058 -2.776 4.181  0.000
H: -0.608 -2.816 5.834  0.000
H: -1.373 -1.707 4.696  0.000

Output
Expectation value of S²: 2.0257
2S+1: 3
Charge: +3

***

Formula: C9H17N3O3
Source: OMol25
Level of theory: the ωB97M-V functional and the def2-TZVPD basis

Each line ends with the natural charge from an NBO analysis.
Element x y z (Å)
C: 3.367 -2.163 -0.031  1.028
C: 3.626 1.976 0.590  -0.564
C: 4.385 1.354 -0.525  0.060
C: 2.314 1.200 0.538  0.452
C: -0.778 -2.868 0.000  -0.621
C: -0.910 0.878 -1.723  -0.625
C: -2.391 1.070 0.301  -0.630
C: -0.681 -1.691 0.996  -0.205
C: -1.479 0.175 -0.514  -0.057
N: 3.618 0.548 -1.150  -0.298
N: 2.466 0.403 -0.573  -0.244
N: -0.406 -0.404 0.279  -0.664
O: 3.057 -2.596 -1.023  -0.503
O: 3.721 -1.774 0.980  -0.532
O: 1.220 1.436 1.161  -0.637
H: 4.047 2.029 1.586  0.224
H: 3.166 2.929 0.331  0.196
H: 5.456 1.459 -0.802  0.201
H: -1.898 -3.108 0.019  0.208
H: -0.578 -2.480 -0.984  0.211
H: -0.167 -3.605 0.341  0.213
H: -0.501 1.783 -1.270  0.209
H: -0.179 0.290 -2.408  0.234
H: -1.876 1.100 -2.315  0.219
H: -2.243 2.091 -0.057  0.219
H: -2.017 0.842 1.376  0.222
H: -3.386 0.656 0.146  0.218
H: 0.090 -2.005 1.682  0.204
H: -1.607 -1.489 1.489  0.193
H: -2.003 -0.577 -0.950  0.167
H: 0.233 -0.515 -0.484  0.402
H: 0.509 0.777 0.761  0.501

Output
Expectation value of S²: 2.0073
2S+1: 3

***

Formula: C4H14NOS
Source: OMol25
Level of theory: the ωB97M-V functional and the def2-TZVPD basis

Each line ends with the natural charge from an NBO analysis.
Element x y z (Å)
C: -0.177 -0.601 -0.841  -0.174
C: 0.698 0.542 -1.000  -0.498
C: 1.199 1.270 0.242  -0.510
S: -0.159 1.332 1.536  0.109
C: -0.598 3.095 1.646  -0.734
N: 0.258 -1.654 0.342  -0.738
H: -1.284 -0.465 -0.657  0.244
H: -0.089 -1.307 -1.733  0.240
H: 0.116 1.244 -1.603  0.264
H: 1.477 0.265 -1.683  0.231
H: 1.327 2.385 0.134  0.262
H: 2.088 0.832 0.707  0.227
H: -1.237 3.164 2.498  0.249
H: -1.186 3.610 0.907  0.232
H: 0.216 3.683 1.933  0.227
H: 1.243 -1.854 0.128  0.429
H: -0.005 -1.259 1.304  0.459
H: -0.164 -2.565 0.219  0.464
H: -0.610 -4.348 -1.618  0.503
H: -2.032 -3.727 -1.333  0.507
O: -1.081 -3.644 -1.128  -0.992

Output
2S+1: 1
Charge: +1

***

Formula: C4H14N2S
Source: OMol25
Level of theory: the ωB97M-V functional and the def2-TZVPD basis

Each line ends with the natural charge from an NBO analysis.
Element x y z (Å)
N: -2.001 -1.186 1.929  -0.853
C: -1.425 -2.548 1.894  -0.233
C: 0.028 -2.536 1.580  -0.227
N: 0.295 -1.939 0.256  -0.861
H: -1.363 -0.404 2.208  0.349
H: 2.582 0.317 0.154  0.159
H: -2.266 -0.846 0.987  0.357
H: -1.677 -3.004 2.877  0.190
H: -1.952 -3.108 1.098  0.196
H: 0.500 -1.864 2.438  0.150
H: 0.413 -3.615 1.648  0.198
H: 0.356 -0.864 0.271  0.367
H: 1.184 -2.238 -0.113  0.360
C: -0.132 3.139 -2.517  -0.656
C: 1.128 2.580 -1.990  -0.390
S: 0.904 1.144 -0.520  -0.206
H: -0.883 3.283 -1.691  0.223
H: -0.535 2.416 -3.269  0.218
H: 0.052 4.139 -3.015  0.238
H: 1.787 3.417 -1.557  0.211
H: 1.688 2.127 -2.819  0.209

Output
2S+1: 1

***

Formula: C4H9NO3
Source: OMol25
Level of theory: the ωB97M-V functional and the def2-TZVPD basis

Each line ends with the natural charge from an NBO analysis.
Element x y z (Å)
C: -0.637 -3.509 2.214  -0.776
C: 0.146 -1.236 2.920  -0.782
C: 0.629 5.808 -7.904  -0.112
C: -1.084 -2.165 2.927  0.110
N: -0.570 -2.477 5.277  0.325
O: -0.286 -1.443 5.927  -0.546
O: 0.081 -3.503 5.637  -0.577
O: 0.914 7.062 -7.869  -0.931
H: -0.016 -4.041 2.792  0.222
H: -0.309 -3.383 1.127  0.190
H: -1.634 -3.940 2.059  0.203
H: 0.586 -1.297 1.953  0.189
H: 0.014 -0.158 3.191  0.205
H: 0.912 -1.693 3.580  0.237
H: 0.053 5.580 -8.898  0.036
H: -0.240 5.430 -6.944  -0.042
H: 1.440 4.965 -7.989  0.048

Output
2S+1: 1
Charge: -2

***

| no. | largest force on an atom (eV Å⁻¹) | energy (hartree) |
| --- | --- | --- |
| 1 | 0.76 | -1320.41113 |
| 2 | 6.10 | -2174.22933 |
| 3 | 6.98 | -742.91824 |
| 4 | 5.13 | -688.71741 |
| 5 | 4.02 | -668.34462 |
| 6 | 5.83 | -437.99512 |